ORCA calculation (the ωB97M-V functional and the def2-TZVPD basis) on C38H71BF2O4PV as an isolated structure.

The geometry in XYZ format:
```
118
Properties=species:S:1:pos:R:3:mulliken_spin:R:1
V -2.14 2.08 -0.46 3.073
C 1.97 -2.71 2.36 0.000
C 1.91 -3.34 0.97 0.000
C 1.04 -2.53 0.02 -0.006
C 1.05 -3.08 -1.42 0.002
P 0.00 -1.99 -2.41 -0.011
C -0.03 -2.56 -4.16 0.000
C -1.07 -1.87 -5.06 0.001
C -1.00 -2.54 -6.46 0.000
C -1.98 -1.99 -7.48 0.000
C -1.75 -2.04 -1.88 0.026
C -2.38 -3.45 -1.88 0.000
C -3.90 -3.35 -1.82 0.000
C -4.56 -3.00 -3.15 0.000
C 0.52 -0.26 -2.38 0.005
C 2.02 -0.08 -2.63 0.003
C 2.44 1.39 -2.45 -0.001
C 1.82 2.31 -3.51 -0.003
H 0.97 -2.52 2.77 0.000
H 2.54 -1.78 2.41 0.000
H 2.41 -3.43 3.05 0.000
H 1.54 -4.36 1.11 0.000
H 2.92 -3.50 0.59 0.000
H 1.29 -1.47 0.08 0.003
H 0.01 -2.60 0.38 0.001
H 0.65 -4.09 -1.50 0.000
H 2.04 -3.00 -1.89 0.000
H -0.11 -3.65 -4.15 0.000
H 0.92 -2.24 -4.62 0.000
H -0.95 -0.79 -5.12 -0.001
H -2.08 -2.14 -4.75 0.000
H -1.24 -3.60 -6.29 0.000
H 0.03 -2.60 -6.83 0.000
H -2.98 -1.93 -7.03 0.000
H -2.07 -2.64 -8.35 0.000
H -1.89 -0.94 -7.78 0.000
H -2.25 -1.38 -2.59 0.006
H -1.71 -1.65 -0.86 0.004
H -2.08 -3.95 -0.96 0.000
H -2.03 -4.10 -2.69 0.000
H -4.14 -2.63 -1.04 0.000
H -4.28 -4.28 -1.38 0.000
H -4.32 -1.99 -3.50 0.000
H -5.64 -3.13 -3.13 0.000
H -4.20 -3.66 -3.94 0.000
H 0.29 -0.02 -1.33 0.024
H -0.16 0.20 -3.10 0.002
H 2.33 -0.31 -3.65 -0.001
H 2.61 -0.61 -1.88 0.000
H 3.52 1.44 -2.55 0.000
H 2.28 1.74 -1.42 0.002
H 0.82 2.59 -3.19 0.002
H 1.74 1.86 -4.50 0.000
H 2.43 3.21 -3.61 0.000
B -2.64 1.44 -2.55 -0.140
H -2.68 0.98 -3.61 0.000
H -2.22 0.70 -1.80 0.027
H -1.96 2.35 -2.55 0.044
H -3.70 1.80 -2.19 0.034
C -0.68 0.74 1.90 -0.012
O -1.14 0.50 0.60 -0.010
H -1.12 0.07 2.65 -0.016
H 0.41 0.84 1.91 -0.011
H -1.02 1.76 2.21 0.022
C -1.12 -2.27 4.50 0.001
C -2.56 -2.68 4.34 0.000
O -3.39 -2.46 5.19 0.000
C -2.93 -3.37 3.07 0.000
H -1.06 -1.62 5.38 0.000
H -0.82 -1.73 3.61 -0.001
H -0.54 -3.17 4.74 0.000
H -2.32 -4.23 2.81 0.000
H -3.01 -2.72 2.19 0.000
H -3.98 -3.67 3.11 0.000
C 0.98 5.04 -1.57 -0.002
C 0.41 4.15 -0.50 -0.004
O -0.31 3.19 -0.75 -0.075
C 0.93 4.35 0.88 0.002
H 1.01 6.04 -1.15 0.000
H 0.34 5.00 -2.45 0.001
H 1.98 4.74 -1.86 0.002
H 0.55 3.57 1.55 0.003
H 0.66 5.30 1.34 0.001
H 2.00 4.12 0.91 0.001
C -3.19 1.56 4.74 -0.003
C -4.37 2.50 4.93 0.000
O -4.58 2.93 6.03 0.000
C -5.15 2.90 3.69 -0.001
H -2.34 2.11 5.16 0.000
H -2.91 1.29 3.72 0.003
H -3.32 0.68 5.38 0.000
H -5.40 2.00 3.12 0.000
H -4.55 3.56 3.07 0.002
H -6.06 3.41 4.01 0.000
F 5.98 -1.42 -0.90 0.000
C 5.37 -0.46 -0.18 0.000
C 4.01 -0.60 0.06 0.000
C 3.36 0.46 0.68 0.000
C 4.10 1.49 1.25 0.000
C 5.47 1.52 1.13 0.000
C 6.12 0.60 0.30 0.000
H 3.49 -1.46 -0.36 0.000
H 2.28 0.39 0.81 0.000
H 3.61 2.33 1.73 0.000
H 6.01 2.38 1.51 0.000
H 7.18 0.66 0.12 0.000
F 3.99 0.64 4.43 0.000
C 3.33 1.80 4.47 0.000
C 3.98 2.95 4.85 0.000
C 3.28 4.15 4.91 0.000
C 1.91 4.17 4.68 0.000
C 1.26 2.99 4.32 0.000
C 1.97 1.80 4.19 0.000
H 5.03 2.95 5.13 0.000
H 3.82 5.04 5.18 0.000
H 1.34 5.07 4.85 0.000
H 0.18 2.96 4.18 0.001
H 1.52 0.84 3.96 0.000
```

## Properties
⟨S²⟩ ... 3.7579
E ... -89827.73545 eV
Total charge ... +1
HOMO level (spin up / spin down) ... -11.007 / -11.334 eV
2S+1 ... 4
Orbital gap (spin up / spin down) ... 8.0 / 8.2 eV


ORCA calculation (the ωB97M-V functional and the def2-TZVPD basis) on a 15-piece molecular cluster, CH28O17 overall.

The geometry in XYZ format:
```
46
Properties=species:S:1:pos:R:3:nbo_charge:R:1
C 0.13 0.01 0.10 1.020
O 0.80 -0.81 -0.81 -0.908
O -1.16 0.22 0.03 -0.877
O 0.89 0.58 0.97 -0.878
O 2.57 -2.65 -1.57 -0.969
H 2.02 -1.91 -1.32 0.499
H 2.15 -3.45 -1.20 0.456
O 3.22 0.56 -0.26 -0.945
H 3.52 1.10 0.50 0.448
H 2.33 0.39 -0.01 0.476
O -2.81 -0.65 -1.84 -0.990
H -2.19 -0.50 -1.11 0.482
H -2.19 -1.13 -2.38 0.474
O 2.71 -0.25 2.50 -0.973
H 2.40 -0.89 3.19 0.444
H 1.91 -0.12 1.95 0.488
O 1.11 0.00 -3.23 -0.992
H 0.41 0.64 -3.30 0.475
H 1.01 -0.33 -2.36 0.478
O -1.60 2.55 -0.82 -0.994
H -1.48 3.22 -0.07 0.496
H -1.29 1.72 -0.47 0.490
O -1.13 1.82 -3.33 -0.965
H -1.82 1.45 -3.84 0.464
H -1.38 1.79 -2.41 0.500
O 0.90 2.96 2.00 -0.980
H 0.86 2.04 1.66 0.489
H 1.47 2.93 2.81 0.452
O -0.53 -2.81 -1.66 -1.008
H -0.01 -2.08 -1.32 0.488
H -1.15 -3.09 -0.97 0.466
O -2.36 -2.30 0.67 -0.988
H -1.94 -1.46 0.44 0.484
H -1.65 -2.87 0.99 0.482
O 0.22 -2.86 1.28 -0.968
H 0.74 -2.79 2.11 0.473
H 0.39 -2.07 0.79 0.496
O 1.10 2.68 -0.90 -0.949
H 1.11 1.91 -0.34 0.455
H 0.18 2.76 -1.07 0.461
O -3.00 1.20 1.87 -0.976
H -2.50 0.81 1.15 0.504
H -2.68 0.95 2.71 0.459
O -0.34 0.44 3.25 -0.982
H 0.16 0.47 2.46 0.485
H -1.10 -0.17 3.17 0.459
```

## Properties
E ... -36302.10637 eV
Total charge ... -2
HOMO level ... -3.759 eV
Relative energy (zero: lowest compared OMol25 entry of this formula, charge and spin) ... 57.20 kJ/mol
Orbital gap ... 8.6 eV